Computed, not measured: an isolated molecule of C17H31F3O, with the ωB97M-V functional and the def2-TZVPD basis.

As for the structure (SMILES): CCCCCCCCCCCCCCCC(=O)C(F)(F)F. As for the total energy: -1041.21325 hartree. For the HOMO-LUMO gap, the calculation gives 11.04 eV. The LUMO energy comes out at 0.5 eV. As for the HOMO energy: -10.50 eV. The energy above the lowest of the compared OMol25 structures with the same formula, charge and spin is 3.7 kcal/mol.

Geometry as ORCA input:
```
! wB97M-V def2-TZVPD RIJCOSX def2/J DEFGRID3
* xyz 0 1
C -3.75180 -4.42613 0.50167
H -4.72446 -4.59402 0.95950
C -3.88406 -3.50946 -0.70900
C -4.56133 -2.17716 -0.38599
C -3.73619 -1.29102 0.54596
C -4.34818 0.10239 0.71423
C -4.13361 1.02875 -0.49145
C -2.99990 2.03827 -0.30050
C -1.61998 1.39721 -0.17926
C -0.51233 2.44472 -0.09235
C 0.86705 1.80504 0.04803
C 1.97544 2.85359 0.11447
C 3.35093 2.25574 0.41171
C 3.85901 1.35644 -0.71448
C 5.32719 0.95911 -0.55585
C 5.60969 0.19376 0.74969
C 4.74568 -1.01725 0.88408
O 3.91303 -1.21290 1.72005
C 4.98894 -2.10784 -0.21059
F 4.20508 -1.90568 -1.28096
F 6.25539 -2.11574 -0.65570
F 4.72674 -3.33111 0.24887
H 5.43173 0.83645 1.61171
H 6.65533 -0.12394 0.74901
H 5.62735 0.34927 -1.40969
H 5.95007 1.85550 -0.55408
H 3.24451 0.45691 -0.76997
H 3.75453 1.88567 -1.66427
H 4.06311 3.07166 0.56102
H 3.28740 1.68613 1.34040
H 2.01302 3.40259 -0.82947
H 1.73194 3.57080 0.90220
H 1.03625 1.14136 -0.80163
H 0.89229 1.19694 0.95535
H -0.53133 3.06836 -0.98966
H -0.69855 3.09646 0.76486
H -1.44167 0.75833 -1.04765
H -1.58289 0.77001 0.71274
H -2.99543 2.71984 -1.15558
H -3.19828 2.63657 0.59238
H -5.05088 1.59052 -0.68179
H -3.92872 0.43308 -1.38257
H -3.92508 0.57585 1.60262
H -5.41856 -0.01867 0.89597
H -3.67529 -1.76496 1.52731
H -2.72197 -1.20465 0.15381
H -5.53563 -2.37003 0.06996
H -4.73913 -1.64422 -1.32285
H -2.89295 -3.31740 -1.12685
H -4.47122 -4.02141 -1.47565
H -3.08920 -3.99476 1.24718
H -3.34306 -5.38896 0.20303
*
```

Mulliken population analysis, charges in e, atoms 1 to 4: -1.183, 0.292, -0.511, -0.509